Below is a 2-piece molecular cluster, C4H8ClNOS overall, with properties calculated with ωB97M-V/def2-TZVPD.

Output
SMILES: C=NSC(=O)CC.Cl
M (g mol⁻¹): 153.63
ΔE to the lowest compared entry with this formula, charge and spin (kcal per mole): 29.34
LUMO (eV): 0.778

XYZ file:
```
16
Properties=species:S:1:pos:R:3:lowdin_charge:R:1
C 1.383 -1.161 -0.690 -0.11
C 1.493 -0.382 0.614 -0.26
C 0.252 0.458 0.876 -0.70
C -2.026 2.344 1.952 -0.11
H -1.424 -2.645 -3.958 -0.25
H 0.508 -1.816 -0.677 0.07
H 1.278 -0.485 -1.543 0.08
H 2.276 -1.775 -0.844 0.08
H 2.372 0.275 0.617 0.11
H 1.619 -1.059 1.469 0.12
H -2.211 1.690 1.106 0.06
H -2.834 2.983 2.308 0.07
N -0.928 2.443 2.587 -0.37
O -0.765 0.365 0.228 0.01
S 0.486 1.572 2.255 0.95
Cl -0.197 -2.935 -4.177 0.26
```


Below is one molecule with the formula C3H8Si2 in a non-equilibrium geometry, with properties calculated with ωB97M-V/def2-TZVPD.

Output
SMILES: C=CC1[SiH2][SiH2]1
M (g mol⁻¹): 100.27
ΔE to the lowest compared entry with this formula, charge and spin (kcal per mole): 46.63
LUMO (eV): 0.414

XYZ file:
```
13
Properties=species:S:1:pos:R:3:lowdin_charge:R:1
C -0.711 0.874 -0.691 -0.37
C 0.505 0.703 0.053 -0.58
C -1.937 0.524 -0.321 -0.03
Si 0.444 -0.655 1.459 0.55
Si 1.567 -1.019 -0.575 0.55
H -0.608 1.491 -1.621 0.11
H 1.243 1.527 0.279 0.07
H -2.231 0.160 0.635 0.03
H -2.666 0.697 -1.053 0.03
H 1.871 -0.362 2.047 -0.05
H -0.690 -1.081 2.253 -0.10
H 3.057 -0.749 -0.393 -0.10
H 1.541 -1.536 -1.990 -0.11
```


Below is one molecule with the formula C18H19N3O3 in a non-equilibrium geometry, with properties calculated with ωB97M-V/def2-TZVPD.

Output
SMILES: CCCCC#Cc1ccc(C(=O)NNC(=O)Nc2ccccc2)o1
M (g mol⁻¹): 325.37
ΔE to the lowest compared entry with this formula, charge and spin (kcal per mole): 70.34
LUMO (eV): 0.204

XYZ file:
```
43
Properties=species:S:1:pos:R:3:lowdin_charge:R:1
C -6.591 -2.319 -1.267 -0.12
C -6.097 -0.973 -0.752 -0.27
C -6.024 -0.944 0.772 -0.22
H -7.019 -1.121 1.188 0.11
H -5.367 -1.745 1.119 0.12
C -5.502 0.398 1.297 -0.20
C -4.138 0.635 0.885 0.00
C -3.000 0.787 0.521 0.08
C -1.676 0.984 0.101 -0.27
C -0.931 0.273 -0.819 0.01
C 0.323 0.898 -0.868 0.02
C 0.271 1.951 0.024 -0.16
C 1.208 2.981 0.473 -0.40
O 0.978 3.744 1.388 0.10
N 2.434 3.062 -0.157 0.05
H 2.988 3.865 0.134 0.16
N 2.831 2.411 -1.305 0.05
C 3.587 1.249 -1.331 -0.55
O 3.822 0.717 -2.391 0.07
N 3.989 0.846 -0.095 0.15
C 4.777 -0.255 0.251 -0.22
C 5.026 -0.472 1.605 -0.03
C 5.804 -1.540 2.007 -0.09
C 6.341 -2.404 1.066 -0.10
C 6.092 -2.189 -0.279 -0.08
C 5.315 -1.122 -0.693 -0.01
H 5.123 -0.955 -1.740 0.10
H 6.507 -2.858 -1.018 0.10
H 6.949 -3.238 1.381 0.10
H 5.991 -1.698 3.058 0.10
H 4.607 0.201 2.340 0.11
H 3.664 1.409 0.681 0.14
H 2.467 2.720 -2.198 0.16
O -0.950 1.987 0.607 0.13
H 1.145 0.590 -1.480 0.10
H -1.253 -0.581 -1.378 0.12
H -6.129 1.213 0.923 0.12
H -5.543 0.413 2.390 0.12
H -6.769 -0.183 -1.097 0.11
H -5.105 -0.766 -1.160 0.10
H -6.637 -2.320 -2.353 0.07
H -7.586 -2.534 -0.882 0.07
H -5.923 -3.117 -0.951 0.07
```


Below is a 2-piece molecular cluster, C3H9O2P overall in a non-equilibrium geometry, with properties calculated with ωB97M-V/def2-TZVPD.

Output
M (g mol⁻¹): 108.08
ΔE to the lowest compared entry with this formula, charge and spin (kcal per mole): 94.03
LUMO (spin up / spin down) (eV): -0.211 / 0.150

XYZ file:
```
15
Properties=species:S:1:pos:R:3:lowdin_charge:R:1
C -0.810 -1.516 -0.940 -0.08
C 0.328 -1.017 0.024 -0.21
C 0.155 0.178 0.846 -0.52
O 1.322 0.864 1.058 0.00
O -0.773 0.260 1.788 0.11
P -0.443 2.118 -1.254 0.52
H -0.758 -2.540 -0.969 0.03
H -0.722 -0.933 -1.855 0.05
H -1.813 -1.449 -0.413 0.10
H 1.208 -0.807 -0.524 0.08
H 0.630 -1.987 0.669 0.17
H 1.221 1.404 1.885 0.14
H -0.779 1.117 2.135 0.09
H 0.460 2.936 -0.625 -0.30
H 0.772 1.374 -1.823 -0.17
```


Below is one molecule with the formula CH2NO3P in a non-equilibrium geometry, with properties calculated with ωB97M-V/def2-TZVPD.

Output
SMILES: N#COP(O)O
M (g mol⁻¹): 107.00
ΔE to the lowest compared entry with this formula, charge and spin (kcal per mole): 6.85
LUMO (eV): 0.506

XYZ file:
```
8
Properties=species:S:1:pos:R:3:lowdin_charge:R:1
C -1.676 -0.477 1.094 -0.35
N -2.420 -0.337 1.937 0.15
O 1.311 0.747 0.304 -0.24
O 0.740 -0.352 -1.730 -0.25
O -0.804 -0.627 0.043 -0.24
P 0.028 0.658 -0.730 0.82
H 1.809 1.548 0.332 0.04
H 1.012 -1.161 -1.250 0.08
```


Below is C3H6O8S3 as an isolated structure in a non-equilibrium geometry, with properties calculated with ωB97M-V/def2-TZVPD.

Output
M (g mol⁻¹): 266.27
ΔE to the lowest compared entry with this formula, charge and spin (kcal per mole): 3.31
LUMO (eV): 5.629
Charge: -2

XYZ file:
```
20
Properties=species:S:1:pos:R:3:lowdin_charge:R:1
C 1.628 0.907 -0.707 -0.08
C -1.414 -1.602 0.272 -0.24
C 0.599 0.029 -0.083 -0.69
O 1.359 -1.611 3.071 -0.35
O -2.456 0.520 -0.972 -0.54
O 3.026 -0.737 1.531 -0.34
O 1.463 -2.454 0.803 -0.36
O -2.910 2.813 -1.640 -0.41
O -0.764 1.796 -2.165 -0.47
O 0.619 -0.151 1.262 -0.23
O -1.307 2.378 0.141 -0.37
S -0.696 -0.467 -0.956 1.12
S 1.707 -1.324 1.692 0.40
S -1.832 1.950 -1.152 0.25
H 1.096 1.632 -1.331 0.05
H 2.200 1.403 0.074 0.08
H 2.311 0.323 -1.328 0.08
H -2.203 -2.162 -0.215 0.04
H -1.819 -1.001 1.080 0.06
H -0.608 -2.242 0.625 0.02
```


Which value of M does entry 2 give?
100.27 g mol⁻¹


What is the M in the fourth record?
108.08 g mol⁻¹